{
  "formula": "C24H60O12",
  "method": "the ωB97M-V functional and the def2-TZVPD basis",
  "homo_ha": -0.3432,
  "e_tot_ha": -1852.86940,
  "smiles": "COCCOC.COCCOC.COCCOC.COCCOC.COCCOC.COCCOC",
  "gap_ev": 9.96,
  "charge": 0,
  "e_above_lowest_ev": 8.278,
  "elements": ["C", "O", "C", "C", "O", "C", "H", "H", "H", "H", "H", "H", "H", "H", "H", "H", "C", "O", "C", "C", "O", "C", "H", "H", "H", "H", "H", "H", "H", "H", "H", "H", "C", "O", "C", "C", "O", "C", "H", "H", "H", "H", "H", "H", "H", "H", "H", "H", "C", "O", "C", "C", "O", "C", "H", "H", "H", "H", "H", "H", "H", "H", "H", "H", "C", "O", "C", "C", "O", "C", "H", "H", "H", "H", "H", "H", "H", "H", "H", "H", "C", "O", "C", "C", "O", "C", "H", "H", "H", "H", "H", "H", "H", "H", "H", "H"],
  "coordinates": [[-1.215, -2.967, -1.907], [-1.459, -1.980, -0.869], [-2.748, -1.475, -1.059], [-2.829, -0.526, 0.091], [-2.415, 0.801, -0.190], [-1.005, 0.849, -0.390], [-1.374, -2.634, -2.932], [-1.882, -3.809, -1.725], [-0.281, -3.472, -1.662], [-3.565, -2.196, -1.096], [-2.859, -0.817, -1.921], [-2.431, -0.918, 1.027], [-3.913, -0.549, 0.206], [-0.625, 0.420, -1.317], [-0.366, 0.495, 0.419], [-0.716, 1.894, -0.505], [3.138, 2.157, -1.793], [3.130, 1.496, -3.094], [2.623, 2.245, -4.180], [3.757, 2.411, -5.172], [4.410, 1.126, -5.400], [5.363, 1.130, -6.409], [2.140, 1.969, -1.396], [3.365, 3.223, -1.791], [3.834, 1.885, -0.999], [2.219, 3.141, -3.709], [1.776, 1.659, -4.536], [4.462, 3.030, -4.617], [3.235, 2.866, -6.014], [5.924, 0.220, -6.192], [5.976, 2.027, -6.497], [4.798, 0.944, -7.322], [4.835, 4.657, 1.494], [3.718, 3.774, 1.635], [2.630, 4.263, 2.296], [1.502, 4.414, 1.307], [1.728, 5.102, 0.057], [0.826, 4.685, -0.975], [5.618, 4.046, 1.045], [5.197, 5.089, 2.427], [4.594, 5.495, 0.840], [2.906, 5.114, 2.918], [2.369, 3.592, 3.115], [0.670, 4.838, 1.870], [1.075, 3.431, 1.109], [0.691, 3.603, -0.984], [1.273, 4.866, -1.952], [-0.188, 5.081, -1.018], [-5.986, 5.925, 0.039], [-6.494, 4.858, 0.821], [-6.879, 3.761, -0.041], [-7.809, 2.721, 0.644], [-7.214, 2.206, 1.909], [-6.300, 1.133, 1.869], [-5.377, 5.624, -0.813], [-5.368, 6.567, 0.667], [-6.790, 6.574, -0.309], [-6.025, 3.342, -0.574], [-7.344, 4.123, -0.958], [-7.907, 1.867, -0.026], [-8.753, 3.262, 0.707], [-5.531, 1.384, 1.139], [-6.708, 0.146, 1.648], [-6.018, 1.133, 2.922], [1.850, -5.752, -0.358], [1.157, -6.835, 0.194], [1.891, -7.783, 1.006], [1.089, -8.944, 1.589], [0.507, -8.405, 2.769], [-0.772, -7.733, 2.632], [2.590, -5.264, 0.276], [1.210, -4.925, -0.664], [2.503, -6.054, -1.177], [2.205, -7.169, 1.850], [2.734, -8.144, 0.417], [1.760, -9.772, 1.818], [0.395, -9.285, 0.821], [-0.938, -7.127, 3.523], [-1.540, -8.504, 2.578], [-0.771, -6.997, 1.827], [2.745, 0.429, 1.601], [2.453, -0.966, 2.104], [1.655, -0.811, 3.274], [0.873, -2.142, 3.621], [-0.261, -2.408, 2.797], [-0.121, -3.141, 1.651], [1.776, 0.918, 1.695], [3.007, 0.230, 0.562], [3.526, 0.918, 2.184], [0.918, -0.009, 3.234], [2.385, -0.550, 4.040], [0.508, -1.844, 4.604], [1.533, -3.002, 3.738], [0.410, -4.076, 1.829], [0.394, -2.667, 0.815], [-1.077, -3.507, 1.275]],
  "atomic_forces_ev_per_a": [[-0.032, -0.815, 1.821], [0.352, -2.002, -2.838], [1.230, 1.440, 0.954], [-2.729, 0.297, 0.397], [0.981, -0.841, 0.102], [0.607, 1.347, -0.444], [0.469, 0.341, 0.098], [-0.701, 0.010, -0.179], [0.533, 0.710, -0.622], [0.200, -0.492, 0.270], [0.230, -0.203, -0.685], [0.477, -0.049, -0.131], [-0.331, 1.097, 0.693], [-0.465, -0.600, -0.079], [-0.471, -0.527, 0.374], [-0.412, 0.317, 0.179], [-1.005, 0.068, -0.589], [1.383, -0.185, 2.253], [0.062, -1.285, 1.545], [-0.325, -0.927, 0.984], [-1.784, 1.929, 1.254], [-0.612, -0.999, -0.545], [-0.083, 0.389, 0.366], [-0.454, 0.375, -0.782], [0.450, -1.323, -0.731], [0.115, 0.710, -0.905], [-0.019, 0.057, -0.574], [0.307, 0.518, -0.695], [0.894, 0.110, -0.763], [0.572, 0.275, -0.301], [0.101, 0.023, 0.211], [0.455, 0.246, -0.675], [-0.385, -0.397, -0.409], [2.384, -0.626, -0.431], [0.006, 0.780, 0.256], [-1.864, 0.060, 0.174], [-0.362, -0.446, 0.590], [0.502, -0.737, -0.344], [0.046, 0.200, 0.030], [-0.129, -0.268, 0.352], [-0.108, 0.001, -0.213], [-0.154, 0.917, -0.577], [-0.664, -0.666, -0.297], [-0.271, 0.740, -0.059], [0.498, -0.464, -0.408], [0.097, -0.216, 0.394], [0.280, 0.479, 0.170], [0.048, 0.637, 0.709], [-0.060, 0.564, 0.514], [-0.183, -1.044, -1.109], [0.203, 0.080, -0.068], [2.666, -0.036, 0.268], [-2.443, 1.447, -1.204], [-0.358, 0.891, -0.046], [0.011, -0.344, -0.044], [0.082, -0.224, 0.203], [-0.269, -0.104, -0.283], [0.857, -0.536, 0.890], [-1.092, 0.504, 0.165], [-0.238, 0.048, -0.230], [-0.149, -0.582, 1.169], [0.592, -0.314, 0.344], [-0.469, -0.028, -0.275], [0.882, -0.326, -0.295], [1.371, 0.058, 0.034], [-1.245, -0.685, 0.129], [0.703, 1.205, -0.697], [-0.237, 2.084, -0.569], [-0.935, -0.421, 0.375], [0.946, -0.347, 0.230], [-0.097, -0.133, 0.968], [-0.476, -0.528, -0.088], [-0.310, -0.248, -0.601], [0.673, -0.392, 0.214], [0.295, -0.055, -0.023], [-0.039, 0.158, 0.374], [-0.504, -0.133, 0.191], [0.196, -0.350, 0.273], [-0.268, 0.264, -0.351], [-0.069, -0.429, -0.442], [-0.790, -2.779, 0.176], [-0.419, 2.297, -0.434], [0.440, -2.169, -0.340], [0.409, 1.781, -0.283], [-0.088, 1.310, 1.544], [0.759, -1.718, -1.215], [0.293, 0.593, -0.329], [0.187, 0.560, 0.123], [-0.018, -0.018, -0.070], [-0.144, 0.112, -0.422], [-0.331, -0.149, 0.808], [-0.481, -0.594, 0.160], [0.062, -0.096, -0.282], [0.469, -0.249, 0.287], [0.033, 0.503, 0.116], [-0.340, 0.569, 0.247]],
  "mulliken_charge": [-0.928, 0.039, -0.876, -0.184, -0.417, -0.509, 0.349, 0.393, 0.028, 0.540, 0.394, 0.264, 0.110, 0.261, 0.263, 0.158, -0.442, -0.452, -0.361, -0.365, -0.242, -0.771, -0.011, 0.386, 0.346, 0.166, 0.346, 0.274, 0.312, 0.220, 0.309, 0.294, -0.829, -0.173, -0.775, 0.195, -0.372, -0.263, 0.239, 0.343, 0.310, 0.466, 0.333, 0.342, -0.144, -0.235, 0.252, 0.335, -0.757, -0.323, -0.436, -0.557, -0.381, -0.555, 0.319, 0.254, 0.291, 0.311, 0.422, 0.328, 0.336, 0.190, 0.286, 0.280, -0.356, -0.320, -0.475, -0.473, -0.390, -0.567, 0.364, -0.179, 0.383, 0.321, 0.414, 0.346, 0.283, 0.235, 0.275, 0.238, -0.200, -0.438, -0.496, -0.740, -0.361, -0.579, 0.013, 0.077, 0.377, 0.316, 0.445, 0.373, 0.375, 0.357, 0.173, 0.282]
}

=====

{
  "formula": "C24H60O12S6",
  "method": "the ωB97M-V functional and the def2-TZVPD basis",
  "homo_ha": -0.3065,
  "e_tot_ha": -4242.16971,
  "gap_ev": 8.30,
  "charge": 0,
  "e_above_lowest_ev": 2.374,
  "elements": ["C", "S", "O", "C", "H", "H", "H", "H", "H", "H", "C", "S", "O", "C", "H", "H", "H", "H", "H", "H", "C", "S", "O", "C", "H", "H", "H", "H", "H", "H", "C", "S", "O", "C", "H", "H", "H", "H", "H", "H", "C", "S", "O", "C", "H", "H", "H", "H", "H", "H", "C", "S", "O", "C", "H", "H", "H", "H", "H", "H", "O", "C", "O", "C", "C", "C", "H", "H", "H", "H", "H", "H", "H", "H", "O", "C", "O", "C", "C", "C", "H", "H", "H", "H", "H", "H", "H", "H", "O", "C", "O", "C", "C", "C", "H", "H", "H", "H", "H", "H", "H", "H"],
  "coordinates": [[-16.838, -25.328, 28.780], [-17.758, -26.377, 27.596], [-18.484, -27.548, 28.308], [-19.045, -25.202, 26.975], [-16.816, -24.259, 28.565], [-15.847, -25.773, 28.873], [-17.276, -25.422, 29.773], [-18.573, -24.247, 26.743], [-19.865, -25.091, 27.685], [-19.461, -25.552, 26.030], [-6.410, -21.243, 27.665], [-6.872, -21.059, 25.860], [-5.607, -21.180, 25.037], [-8.052, -22.464, 25.653], [-5.676, -20.519, 28.018], [-6.049, -22.268, 27.754], [-7.278, -21.040, 28.292], [-7.579, -23.397, 25.960], [-8.258, -22.656, 24.600], [-8.978, -22.335, 26.215], [-5.702, -26.275, 25.138], [-5.531, -26.097, 26.936], [-6.814, -26.817, 27.466], [-3.997, -27.101, 27.035], [-4.899, -25.912, 24.496], [-6.518, -25.672, 24.740], [-5.855, -27.313, 24.845], [-3.717, -27.380, 28.051], [-3.321, -26.488, 26.439], [-4.213, -28.029, 26.507], [-9.317, -29.230, 27.704], [-7.692, -30.053, 27.400], [-7.542, -31.321, 28.257], [-8.111, -30.902, 25.799], [-9.463, -28.358, 27.066], [-9.206, -28.691, 28.645], [-10.287, -29.728, 27.727], [-8.958, -31.573, 25.944], [-7.362, -31.588, 25.403], [-8.345, -30.100, 25.100], [-10.750, -29.381, 23.218], [-10.056, -31.076, 23.164], [-11.218, -32.026, 23.365], [-9.527, -31.157, 21.396], [-10.034, -28.603, 22.952], [-11.269, -29.210, 24.161], [-11.500, -29.342, 22.427], [-9.459, -32.193, 21.066], [-8.572, -30.640, 21.295], [-10.351, -30.721, 20.832], [-14.186, -24.171, 23.616], [-16.038, -24.386, 23.428], [-16.478, -25.426, 24.482], [-16.558, -22.788, 24.184], [-13.862, -24.212, 24.656], [-14.038, -23.132, 23.323], [-13.714, -24.897, 22.953], [-17.576, -22.720, 23.801], [-15.964, -21.897, 23.979], [-16.580, -22.822, 25.273], [-11.972, -28.049, 26.317], [-12.583, -27.099, 25.873], [-11.992, -26.043, 25.295], [-10.597, -25.972, 25.205], [-10.299, -24.869, 24.207], [-14.040, -26.872, 26.046], [-10.135, -26.925, 24.949], [-10.174, -25.752, 26.185], [-9.212, -24.809, 24.257], [-10.654, -23.854, 24.388], [-10.656, -25.207, 23.235], [-14.470, -27.629, 26.702], [-14.579, -26.813, 25.101], [-14.227, -25.940, 26.579], [-14.654, -30.776, 23.846], [-14.432, -31.818, 24.532], [-14.136, -31.828, 25.852], [-13.737, -30.637, 26.517], [-13.649, -30.861, 28.002], [-14.672, -33.180, 23.902], [-14.449, -29.824, 26.378], [-12.744, -30.402, 26.134], [-14.445, -31.562, 28.252], [-14.003, -29.946, 28.477], [-12.722, -31.317, 28.347], [-14.398, -34.012, 24.551], [-14.066, -33.190, 22.996], [-15.753, -33.212, 23.767], [-14.459, -26.489, 20.385], [-14.148, -27.024, 21.444], [-12.874, -27.169, 21.923], [-11.741, -26.671, 21.182], [-11.536, -27.489, 19.968], [-15.179, -27.733, 22.349], [-10.872, -26.501, 21.817], [-12.029, -25.697, 20.787], [-10.928, -26.943, 19.248], [-12.421, -27.775, 19.401], [-10.954, -28.395, 20.137], [-14.794, -28.727, 22.575], [-16.023, -27.855, 21.671], [-15.497, -27.167, 23.225]],
  "atomic_forces_ev_per_a": [[-0.607, -0.345, 0.920], [-1.223, -1.602, -0.269], [1.236, 2.466, -0.710], [0.282, -0.031, 0.276], [0.108, -0.197, -0.501], [0.052, 0.199, -0.318], [-0.320, -0.115, -0.007], [0.091, 0.019, 0.236], [0.204, 0.009, 0.190], [0.255, -0.466, 0.141], [-0.472, -0.605, -0.732], [0.374, 1.619, 0.048], [-1.308, -0.851, 0.887], [1.191, -0.909, 0.138], [0.234, -0.019, -0.804], [0.050, 0.075, 0.393], [-0.307, -0.398, -0.234], [0.101, -0.079, 0.425], [-0.012, 0.765, -0.093], [0.178, 0.371, 0.011], [0.084, 0.205, -1.042], [-2.372, -1.055, 0.362], [2.753, 1.164, -0.882], [-1.305, -0.494, -0.510], [0.692, 0.072, 0.627], [-0.453, -0.099, 0.661], [-0.181, -0.115, 0.437], [0.103, 0.643, -0.065], [0.433, -0.154, 0.457], [0.118, -0.055, -0.088], [0.143, 1.008, 0.328], [-0.758, -3.218, -0.113], [-0.186, 2.026, -0.229], [-0.419, 0.934, 0.256], [0.416, -0.242, -0.714], [0.271, -0.451, 0.421], [0.476, -0.813, -0.160], [-0.331, 0.450, 0.336], [0.647, 0.592, 0.368], [-0.024, -0.251, -0.220], [-0.448, -0.447, -1.151], [-0.363, -0.890, 0.283], [0.815, 0.983, -0.459], [-1.050, 0.275, 0.476], [0.368, -0.152, 0.381], [0.382, -0.147, 0.136], [-0.247, -0.107, 0.048], [0.179, -0.041, 0.486], [-0.163, 0.074, -0.112], [0.258, 0.268, -0.266], [-1.277, 0.569, -0.094], [0.734, -0.591, 2.585], [0.483, 1.336, -1.574], [-0.206, -0.212, -0.042], [-0.234, -0.537, -0.047], [0.301, -0.138, -0.532], [0.162, 0.190, 0.263], [0.012, 0.490, 0.179], [0.000, -0.210, -0.745], [-0.015, -0.693, -0.002], [0.014, 0.491, -0.551], [0.430, -0.290, 1.088], [-1.130, -0.194, -0.169], [0.466, 0.675, 0.451], [0.885, -0.746, 0.024], [-0.694, -0.055, 0.365], [-0.217, -0.068, -0.458], [-0.082, 0.198, 0.234], [0.192, 0.139, -0.679], [-0.425, -0.302, 0.457], [0.269, 0.338, -0.046], [0.091, -0.231, -0.393], [0.031, -0.075, 0.142], [0.220, 0.271, -0.237], [1.162, -2.916, 2.561], [-1.101, 2.935, -1.474], [-0.348, -0.903, -1.174], [0.682, 0.556, -0.146], [-1.157, -0.785, 0.041], [0.413, 0.525, 1.052], [0.080, -0.149, -0.684], [-0.257, 0.483, -0.216], [-0.056, -0.244, 0.104], [0.859, 0.067, 0.396], [0.031, 0.514, 0.113], [0.139, 0.168, 0.018], [-0.457, -0.147, -0.123], [0.111, -0.138, -0.576], [1.173, -0.443, 1.668], [-0.747, -0.026, -0.647], [-0.096, 0.093, 0.652], [-1.889, 1.165, -0.922], [1.453, -1.182, -1.374], [0.681, 0.139, -1.520], [-0.288, -0.657, 0.158], [-0.049, 0.396, 0.310], [0.101, 0.258, 0.002], [-0.255, 0.251, 0.504], [-0.128, -0.221, 0.262], [-0.035, 0.107, 0.479], [-0.208, 0.025, 0.303], [0.228, -0.096, -0.035]],
  "mulliken_charge": [-0.911, 0.653, -0.685, -0.860, 0.312, 0.253, 0.376, 0.177, 0.367, 0.306, -0.751, 0.445, -0.602, -0.620, 0.334, 0.143, 0.331, 0.017, 0.341, 0.392, -0.778, 0.489, -0.544, -0.970, 0.431, 0.027, 0.348, 0.353, 0.350, 0.302, -0.491, 0.589, -0.723, -0.918, -0.102, 0.444, 0.209, 0.362, 0.505, 0.087, -0.266, 0.522, -0.600, -1.010, 0.432, -0.406, 0.256, 0.412, 0.324, 0.203, -0.356, 0.474, -0.581, -0.931, 0.210, 0.598, -0.371, 0.351, 0.362, 0.216, -0.451, 0.828, -0.128, -0.011, -0.580, -0.132, -0.005, 0.410, -0.045, 0.432, -0.342, 0.272, -0.548, 0.367, -0.621, 0.796, -0.367, 0.855, -1.454, -1.091, 0.021, -0.156, 0.468, 0.266, 0.335, 0.302, 0.257, 0.334, -0.628, 0.440, 0.369, -0.363, -1.358, -0.578, 0.306, 0.565, 0.412, 0.342, 0.206, 0.196, 0.372, -0.114]
}